Entry 1:
# C66H179MnN15O17

C66H179MnN15O17 as an isolated structure at a distorted geometry (ωB97M-V/def2-TZVPD, the Open Molecules 2025 dataset).

The geometry in XYZ format:
```
278
Properties=species:S:1:pos:R:3:lowdin_spin:R:1
Mn 1.276 -3.161 -1.966 4.681
C -1.879 -5.041 -4.913 0.002
C -1.265 -4.965 -3.568 0.007
C -0.895 -6.317 -3.101 0.001
O -0.189 -4.057 -3.370 0.059
H -2.845 -5.538 -5.003 0.000
H -1.348 -5.649 -5.645 0.000
H -2.098 -4.073 -5.362 0.000
H -2.044 -4.508 -2.956 0.000
H -1.600 -7.046 -3.500 0.000
H -0.784 -6.267 -2.018 0.000
H 0.081 -6.627 -3.474 0.000
C 0.558 0.823 -0.311 0.001
C 0.029 -0.602 -0.126 0.006
C -1.283 -0.507 0.628 0.001
O 0.079 -1.454 -1.243 0.051
H 0.693 1.424 0.588 0.000
H -0.192 1.135 -1.038 0.000
H 1.544 0.764 -0.773 0.000
H 0.715 -0.962 0.641 0.000
H -1.303 0.127 1.514 0.000
H -1.489 -1.543 0.897 0.000
H -2.049 -0.183 -0.078 0.000
C 8.033 5.513 -4.506 0.000
C 7.830 4.346 -3.579 0.000
C 6.271 4.051 -3.270 0.000
O 6.228 2.913 -2.399 0.000
C 5.392 2.971 -1.155 0.000
N 8.456 3.245 -4.325 0.000
H 9.079 5.778 -4.657 0.000
H 7.605 6.351 -3.956 0.000
H 7.577 5.481 -5.495 0.000
H 8.227 4.584 -2.592 0.000
H 5.806 3.814 -4.227 0.000
H 5.703 4.900 -2.892 0.000
H 5.879 3.664 -0.469 0.000
H 5.204 2.067 -0.576 0.000
H 4.444 3.397 -1.485 0.000
H 8.425 2.386 -3.795 0.000
H 7.914 3.098 -5.165 0.000
C -6.266 -0.762 2.337 0.000
C -5.028 -0.053 2.860 0.000
C -4.566 1.177 2.078 0.000
O -3.473 1.750 2.759 0.000
C -2.909 2.870 2.109 0.000
N -5.289 0.225 4.238 0.000
H -6.264 -0.961 1.265 0.000
H -7.144 -0.150 2.542 0.000
H -6.428 -1.706 2.858 0.000
H -4.215 -0.778 2.891 0.000
H -5.370 1.910 2.007 0.000
H -4.312 0.832 1.076 0.000
H -2.044 3.341 2.574 0.000
H -3.706 3.585 1.901 0.000
H -2.604 2.649 1.086 0.000
H -4.388 0.499 4.605 0.000
H -5.889 1.031 4.337 0.000
C 4.669 -4.809 -4.262 0.002
C 3.801 -3.856 -3.422 0.003
C 3.230 -2.725 -4.225 0.004
O 2.377 -1.983 -3.294 0.040
C 2.465 -0.558 -3.589 0.007
N 2.756 -4.611 -2.741 0.034
H 5.625 -4.332 -4.481 0.000
H 4.233 -5.104 -5.216 0.000
H 4.931 -5.753 -3.785 0.000
H 4.387 -3.429 -2.608 0.000
H 2.671 -3.040 -5.106 0.000
H 4.104 -2.190 -4.598 0.001
H 2.557 -0.098 -2.605 0.000
H 1.595 -0.216 -4.150 0.000
H 3.431 -0.230 -3.974 0.001
H 3.303 -5.329 -2.289 0.003
H 2.269 -5.112 -3.470 0.002
C -5.734 -7.720 4.625 0.000
C -4.638 -6.826 5.382 0.000
C -4.023 -5.868 4.431 0.000
O -3.009 -5.048 5.022 0.000
C -2.746 -3.766 4.397 0.000
N -5.271 -6.024 6.402 0.000
H -5.346 -8.373 3.843 0.000
H -6.468 -7.085 4.129 0.000
H -6.244 -8.367 5.339 0.000
H -3.839 -7.407 5.842 0.000
H -4.832 -5.193 4.153 0.000
H -3.591 -6.281 3.519 0.000
H -3.640 -3.190 4.631 0.000
H -2.523 -3.794 3.331 0.000
H -1.861 -3.390 4.912 0.000
H -5.748 -6.500 7.154 0.000
H -4.552 -5.519 6.901 0.000
C -0.907 4.463 -7.806 0.000
C -0.037 4.968 -6.658 0.000
C 0.707 3.861 -5.774 0.000
O 1.378 4.390 -4.555 0.000
C 2.308 3.643 -3.827 0.000
N 0.831 5.881 -7.301 0.000
H -1.434 3.568 -7.478 0.000
H -0.302 4.163 -8.662 0.000
H -1.583 5.268 -8.095 0.000
H -0.655 5.575 -5.996 0.000
H 1.454 3.369 -6.398 0.000
H -0.018 3.116 -5.446 0.000
H 2.578 4.330 -3.025 0.000
H 3.083 3.123 -4.389 0.000
H 1.815 2.949 -3.146 0.000
H 0.314 6.741 -7.410 0.000
H 1.499 6.127 -6.584 0.000
C -0.350 -1.597 -6.076 0.000
C -0.334 -0.226 -6.588 0.000
C 0.993 0.233 -7.266 0.000
O 2.169 -0.184 -6.528 0.000
C 3.391 0.018 -7.228 0.000
N -1.387 0.037 -7.635 0.000
H 0.319 -1.773 -5.233 0.000
H -0.119 -2.330 -6.849 0.000
H -1.370 -1.693 -5.704 0.000
H -0.487 0.466 -5.759 0.000
H 0.978 1.315 -7.399 0.000
H 0.987 -0.173 -8.277 0.000
H 4.309 0.218 -6.673 0.000
H 3.391 1.008 -7.685 0.000
H 3.498 -0.704 -8.037 0.000
H -2.220 -0.318 -7.188 0.000
H -1.203 -0.577 -8.416 0.000
C 0.185 3.249 7.677 0.000
C -1.367 3.257 7.775 0.000
C -2.116 2.078 7.022 0.000
O -1.760 0.780 7.459 0.000
C -2.540 -0.281 6.908 0.000
N -1.643 3.162 9.190 0.000
H 0.550 4.153 8.164 0.000
H 0.371 3.357 6.608 0.000
H 0.670 2.393 8.147 0.000
H -1.642 4.256 7.437 0.000
H -1.903 2.183 5.958 0.000
H -3.200 2.187 7.036 0.000
H -2.091 -0.658 5.989 0.000
H -3.531 0.037 6.584 0.000
H -2.552 -1.062 7.668 0.000
H -2.235 2.414 9.521 0.000
H -0.795 2.941 9.692 0.000
C -4.110 -3.479 0.951 0.000
C -3.273 -4.681 0.590 0.000
C -3.924 -5.804 -0.117 0.000
O -5.022 -6.336 0.582 0.000
C -5.616 -7.422 -0.023 0.000
N -2.052 -4.210 -0.068 0.000
H -4.711 -3.660 1.842 0.000
H -4.740 -3.458 0.062 0.000
H -3.530 -2.573 1.131 0.000
H -2.819 -5.105 1.486 0.000
H -3.206 -6.619 -0.215 0.000
H -4.213 -5.455 -1.108 0.000
H -4.945 -8.265 -0.192 0.000
H -5.973 -7.028 -0.975 0.000
H -6.453 -7.848 0.529 0.000
H -1.944 -3.247 0.216 0.000
H -2.101 -4.148 -1.075 0.000
C 0.234 6.247 -1.946 0.000
C -0.395 6.417 -0.546 0.000
C 0.078 7.790 -0.020 0.000
O 1.491 8.011 0.065 0.000
C 1.918 9.348 0.595 0.000
N -1.868 6.395 -0.654 0.000
H 0.422 7.218 -2.404 0.000
H -0.334 5.764 -2.741 0.000
H 1.182 5.711 -1.941 0.000
H -0.083 5.601 0.106 0.000
H -0.436 7.998 0.918 0.000
H -0.232 8.605 -0.675 0.000
H 3.000 9.418 0.489 0.000
H 1.608 9.467 1.634 0.000
H 1.585 10.179 -0.026 0.000
H -2.287 5.487 -0.798 0.000
H -2.147 6.558 0.303 0.000
C -2.694 4.468 -4.086 0.000
C -2.628 3.098 -3.391 0.000
C -2.390 3.042 -1.905 0.000
O -3.266 3.907 -1.148 0.000
C -4.697 3.599 -1.193 0.000
N -3.734 2.223 -3.861 0.000
H -3.445 5.162 -3.710 0.000
H -2.965 4.368 -5.137 0.000
H -1.841 5.145 -4.040 0.000
H -1.843 2.467 -3.809 0.000
H -1.340 3.134 -1.629 0.000
H -2.647 2.055 -1.518 0.000
H -5.156 3.413 -2.164 0.000
H -5.389 4.231 -0.636 0.000
H -4.748 2.578 -0.814 0.000
H -3.609 1.231 -3.715 0.000
H -4.017 2.432 -4.808 0.000
C 4.294 0.429 4.560 0.000
C 3.500 0.514 3.230 0.000
C 1.956 0.596 3.527 0.000
O 1.551 -0.694 4.091 0.000
C 0.149 -0.776 4.275 0.000
N 4.019 1.434 2.249 0.000
H 4.414 -0.628 4.797 0.000
H 3.774 0.756 5.460 0.000
H 5.279 0.875 4.422 0.000
H 3.608 -0.456 2.744 0.000
H 1.413 0.765 2.597 0.000
H 1.722 1.444 4.170 0.000
H -0.239 -1.770 4.496 0.000
H -0.387 -0.422 3.394 0.000
H -0.140 -0.173 5.136 0.000
H 4.111 2.361 2.639 0.000
H 3.257 1.597 1.607 0.000
C -5.447 -1.308 -1.772 0.000
C -4.174 -1.719 -2.542 0.000
C -4.437 -2.176 -3.946 0.000
O -5.355 -3.241 -4.069 0.000
C -5.272 -3.908 -5.368 0.000
N -3.309 -0.523 -2.549 0.000
H -5.778 -0.359 -2.195 0.000
H -5.185 -1.093 -0.736 0.000
H -6.287 -2.002 -1.769 0.000
H -3.765 -2.578 -2.009 0.000
H -3.483 -2.541 -4.327 0.000
H -4.711 -1.308 -4.544 0.000
H -5.962 -4.732 -5.186 0.000
H -4.354 -4.405 -5.680 0.000
H -5.522 -3.332 -6.259 0.000
H -3.121 -0.153 -1.629 0.000
H -2.394 -0.890 -2.769 0.000
C 1.885 5.100 1.811 0.000
C 2.539 5.773 2.960 0.000
C 4.005 5.725 2.662 0.000
O 4.527 4.451 2.443 0.000
C 5.924 4.489 2.366 0.000
N 2.118 7.163 3.081 0.000
H 2.036 5.799 0.988 0.000
H 0.824 5.209 2.035 0.000
H 2.183 4.073 1.602 0.000
H 2.254 5.314 3.907 0.000
H 4.493 6.128 3.549 0.000
H 4.232 6.305 1.767 0.000
H 6.352 4.710 1.388 0.000
H 6.509 3.605 2.620 0.000
H 6.411 5.238 2.991 0.000
H 2.079 7.587 2.165 0.000
H 1.141 7.198 3.337 0.000
C 0.905 -4.594 2.133 0.002
C 1.265 -3.825 0.880 0.003
C 2.701 -3.472 0.707 0.002
O 2.919 -2.663 -0.481 0.033
C 3.958 -1.680 -0.344 0.005
N 0.834 -4.581 -0.233 0.037
H 0.913 -3.964 3.023 0.000
H 1.517 -5.488 2.249 0.000
H -0.128 -4.942 2.124 0.000
H 0.608 -2.958 0.956 0.000
H 3.411 -4.298 0.733 0.000
H 3.070 -2.882 1.546 0.000
H 3.719 -0.759 0.188 0.000
H 4.236 -1.370 -1.351 0.000
H 4.878 -2.068 0.092 0.001
H -0.154 -4.398 -0.333 0.002
H 0.853 -5.552 0.044 0.003
C 4.624 -3.373 8.015 0.000
C 3.275 -4.104 7.754 0.000
C 3.163 -5.004 6.441 0.000
O 3.662 -4.397 5.223 0.000
C 3.043 -3.193 4.924 0.000
N 2.745 -4.782 8.916 0.000
H 4.833 -2.682 7.198 0.000
H 5.406 -4.133 8.019 0.000
H 4.495 -2.830 8.951 0.000
H 2.518 -3.347 7.551 0.000
H 2.170 -5.385 6.203 0.000
H 3.741 -5.912 6.611 0.000
H 3.170 -2.946 3.870 0.000
H 3.331 -2.289 5.460 0.000
H 1.977 -3.189 5.151 0.000
H 3.511 -5.387 9.173 0.000
H 2.667 -4.201 9.738 0.000
```

- multiplicity = 6
- max |F| (hartree/bohr) = 0.0716
- HOMO level (alpha / beta) (eV) = -7.34 / -7.42
- orbital gap (alpha / beta) (hartree) = 0.2764 / 0.2790
- LUMO (alpha / beta) (eV) = 0.186 / 0.173

Entry 2:
# C9H18F3O7P2S4Sr

C9H18F3O7P2S4Sr as an isolated structure at a distorted geometry (ωB97M-V/def2-TZVPD, the Open Molecules 2025 dataset).

The geometry in XYZ format:
```
44
Properties=species:S:1:pos:R:3:nbo_charge:R:1
Sr 0.582 -0.164 0.397 1.692
C -2.086 1.244 3.154 -0.551
C -2.511 2.200 2.033 -0.541
S -1.336 2.226 0.665 0.216
C -2.348 2.723 -0.717 -0.544
C -1.616 2.453 -2.037 -0.551
S -1.223 0.721 -2.361 0.238
C -2.862 0.009 -2.465 -0.556
C -2.834 -1.460 -2.040 -0.556
S -2.398 -1.739 -0.321 0.240
C -3.626 -0.722 0.492 -0.571
C -3.477 -0.883 2.003 -0.557
S -1.853 -0.490 2.667 0.226
H -2.829 1.290 3.954 0.214
H -1.131 1.541 3.597 0.282
H -2.605 3.202 2.457 0.223
H -3.491 1.920 1.636 0.199
H -2.554 3.795 -0.654 0.221
H -3.308 2.203 -0.678 0.196
H -0.652 2.967 -2.036 0.258
H -2.199 2.870 -2.860 0.214
H -3.228 0.067 -3.493 0.215
H -3.560 0.577 -1.854 0.203
H -2.080 -2.011 -2.602 0.273
H -3.802 -1.920 -2.258 0.208
H -4.638 -1.014 0.192 0.207
H -3.473 0.319 0.219 0.205
H -3.674 -1.922 2.276 0.231
H -4.220 -0.275 2.526 0.217
O 3.714 2.458 1.255 -1.022
P 2.158 2.522 0.895 2.556
O 1.750 3.919 0.726 -1.126
O 1.819 1.490 -0.168 -1.271
O 1.466 1.888 2.301 -1.159
P 1.746 0.528 3.193 2.539
O 3.347 0.603 3.413 -1.027
O 1.024 0.657 4.469 -1.148
O 1.525 -0.645 2.270 -1.250
H 4.012 1.702 1.777 0.517
H 3.539 0.951 4.291 0.506
F 1.886 -3.165 -1.227 -0.418
C 0.923 -2.183 -1.465 0.431
F -0.187 -2.999 -1.866 -0.455
F 1.331 -1.677 -2.709 -0.425
```

- max |F| (hartree/bohr) = 0.0816
- ΔE to the lowest compared entry with this formula, charge and spin (kcal per mole) = 0.0
- HOMO level (eV) = -5.27
- orbital gap (hartree) = 0.2667
- charge = -1
- LUMO (eV) = 1.991

Entry 3:
# C36H44F3N6O2PbSbSeSi3

C36H44F3N6O2PbSbSeSi3 as an isolated structure (ωB97M-V/def2-TZVPD, the Open Molecules 2025 dataset).

The geometry in XYZ format:
```
97
Properties=species:S:1:pos:R:3:mulliken_charge:R:1
Pb -0.454 -0.131 0.280 1.189
C 4.213 1.039 -2.681 -0.915
Sb 2.259 1.220 -1.879 -0.011
C 2.581 0.045 -0.168 0.212
C 3.085 0.708 1.052 -0.787
C 4.456 0.799 1.280 -0.422
C 4.894 1.421 2.441 -0.839
C 3.957 1.922 3.330 -1.182
C 2.613 1.756 3.029 -0.331
N 2.170 1.163 1.918 0.870
Si 2.856 -1.835 -0.452 0.443
C 2.289 -2.703 1.089 -0.692
C 4.681 -2.194 -0.652 -1.258
C 1.930 -2.288 -2.012 -0.896
C 1.560 3.226 -2.307 2.679
C 0.543 3.530 -1.242 -1.852
C -0.381 4.569 -1.375 -0.630
C -1.241 4.847 -0.329 -1.082
C -1.166 4.091 0.832 -1.239
C -0.235 3.072 0.883 -0.278
N 0.593 2.787 -0.130 0.714
Si 3.051 4.463 -2.057 0.389
C 3.900 4.038 -0.445 -0.840
C 2.339 6.178 -1.859 -1.213
C 4.209 4.451 -3.518 -1.040
Si 0.799 3.132 -4.086 0.481
C -0.839 2.243 -3.912 -1.059
C 0.552 4.817 -4.846 -1.082
C 1.932 2.119 -5.175 -1.170
H 4.557 0.025 -2.511 0.125
H 4.878 1.743 -2.181 0.379
H 4.201 1.240 -3.750 0.453
H 5.161 0.383 0.569 0.571
H 5.954 1.505 2.645 0.514
H 4.251 2.418 4.245 0.512
H 1.855 2.116 3.719 0.495
H 2.797 -2.277 1.961 0.315
H 2.574 -3.758 1.039 0.499
H 1.209 -2.690 1.233 0.027
H 5.227 -2.114 0.290 0.338
H 5.211 -1.621 -1.410 0.397
H 4.741 -3.244 -0.963 0.406
H 0.937 -1.840 -2.119 0.216
H 1.766 -3.371 -2.025 0.503
H 2.518 -2.044 -2.903 0.383
H -0.411 5.160 -2.280 0.353
H -1.958 5.653 -0.416 0.517
H -1.808 4.289 1.680 0.589
H -0.120 2.448 1.766 0.464
H 3.181 4.049 0.381 0.232
H 4.640 4.819 -0.241 0.557
H 4.426 3.083 -0.409 0.188
H 1.786 6.294 -0.925 0.350
H 1.706 6.514 -2.681 0.320
H 3.198 6.856 -1.813 0.454
H 4.678 3.495 -3.742 0.344
H 5.013 5.162 -3.302 0.479
H 3.712 4.803 -4.425 0.292
H -1.517 2.741 -3.215 0.305
H -0.706 1.205 -3.587 0.201
H -1.338 2.207 -4.885 0.577
H -0.340 5.322 -4.470 0.371
H 0.410 4.680 -5.923 0.514
H 1.402 5.492 -4.723 0.317
H 2.017 1.066 -4.885 0.321
H 2.938 2.535 -5.265 0.381
H 1.498 2.119 -6.181 0.504
Se -5.902 -0.623 6.095 0.328
N -5.982 -0.057 4.409 -0.861
C -4.771 -0.125 3.932 0.776
C -4.428 0.242 2.565 0.661
C -5.378 0.669 1.636 -0.646
C -4.980 0.964 0.350 -0.963
C -3.640 0.823 0.020 -0.549
N -2.728 0.420 0.899 0.164
C -3.099 0.131 2.157 -0.185
C -2.057 -0.346 3.080 -0.497
N -0.795 -0.432 2.615 0.298
C 0.172 -0.880 3.412 -0.229
C -0.069 -1.270 4.723 -1.380
C -1.353 -1.187 5.214 -0.626
C -2.372 -0.713 4.386 0.888
C -3.756 -0.603 4.830 0.596
N -4.147 -0.922 6.032 -0.859
H -6.413 0.749 1.941 0.577
H -5.689 1.288 -0.399 0.482
H -3.292 1.030 -0.987 0.584
H 1.167 -0.924 2.991 0.433
H 0.745 -1.636 5.332 0.544
H -1.593 -1.484 6.227 0.570
F -3.192 -2.825 1.932 -0.233
C -2.996 -3.281 0.667 0.760
F -3.604 -4.440 0.550 -0.261
F -3.586 -2.396 -0.160 -0.278
C -1.473 -3.375 0.411 0.022
O -0.916 -4.432 0.514 -0.531
O -0.921 -2.227 0.128 -0.503
```

- max |F| (hartree/bohr) = 0.0126
- ΔE to the lowest compared entry with this formula, charge and spin (kcal per mole) = 6.6
- HOMO level (alpha / beta) (eV) = -13.62 / -13.62
- orbital gap (alpha / beta) (hartree) = 0.2176 / 0.2534
- charge = +2
- LUMO (alpha / beta) (eV) = -7.705 / -6.727